Entry 1:
A cluster of 2 separate species, C32H37BO2S in total, computed with ωB97M-V/def2-TZVPD.

Each line ends with the Mulliken charge.
Element x y z (Å)
C -4.9926 -0.7674 3.6036  -1.494
C -3.7771 -0.6281 2.7354  1.009
C -3.2259 0.6292 2.4521  -1.206
C -2.0837 0.7329 1.6577  0.518
C -1.4556 -0.3905 1.0991  -1.248
C -0.0936 -0.2119 0.4672  2.610
B 0.6197 -1.7155 0.1027  0.988
O -0.1245 -2.6527 -0.5734  -0.563
C 0.7686 -3.2959 -1.5268  1.605
C 1.1159 -4.6429 -0.9022  -1.899
C -0.0592 -3.4798 -2.7883  -1.797
C 2.0226 -2.3236 -1.5883  1.747
C 3.4088 -2.9479 -1.5755  -1.929
C 1.9186 -1.3642 -2.7677  -1.853
O 1.9382 -1.6104 -0.3282  -0.611
C 0.9120 0.2443 1.5120  -0.188
C 2.0175 1.0510 1.1846  -0.358
C 3.1423 1.0614 2.0003  -0.777
C 3.2008 0.2535 3.1431  1.101
C 4.4819 0.0478 3.8875  -1.546
C 2.0214 -0.3744 3.5859  -0.963
C 0.8644 -0.2800 2.8243  -0.522
C -2.0693 -1.6295 1.3399  -0.062
C -3.1596 -1.7586 2.2038  -1.236
H -5.4833 -1.7227 3.3884  0.379
H -4.7711 -0.7617 4.6811  0.268
H -5.7108 0.0396 3.4159  0.362
H -3.6833 1.5336 2.8626  0.404
H -1.6449 1.7152 1.4658  0.663
H -0.1076 0.4330 -0.4187  -1.041
H 1.7141 -5.2535 -1.5922  0.382
H 1.6643 -4.5089 0.0411  0.306
H 0.1867 -5.1805 -0.6782  0.440
H 0.5425 -3.9305 -3.5894  0.373
H -0.8959 -4.1557 -2.5635  0.409
H -0.4650 -2.5255 -3.1456  0.314
H 3.5730 -3.5688 -2.4628  0.372
H 4.1645 -2.1528 -1.6021  0.440
H 3.5926 -3.5501 -0.6744  0.342
H 2.0671 -1.9197 -3.7065  0.361
H 0.9433 -0.8605 -2.8026  0.045
H 2.7016 -0.5983 -2.7115  0.541
H 1.9763 1.6342 0.2585  0.425
H 4.0241 1.6487 1.7230  0.374
H 4.4208 -0.8641 4.4889  0.380
H 5.3135 -0.0570 3.1830  0.371
H 4.7228 0.8802 4.5586  0.291
H 2.0482 -0.9620 4.5060  0.367
H -0.0759 -0.6736 3.2174  0.329
H -1.6944 -2.5229 0.8633  0.409
H -3.5431 -2.7415 2.4748  0.374
C 1.0461 2.1903 -5.2693  -1.316
C 0.2576 2.0734 -4.0239  0.892
C -0.9872 1.4680 -3.9185  -0.914
C -1.6563 1.7674 -2.7000  -0.388
C -0.9437 2.6259 -1.8716  -0.512
C -1.3739 3.2194 -0.6253  1.512
C -0.4721 3.9594 0.1718  -0.332
C -0.9411 4.7352 1.2273  -0.761
C -2.3135 4.7508 1.5428  -0.602
C -3.1857 3.8850 0.8720  -0.511
C -2.7366 3.1606 -0.2371  -0.205
S 0.6697 2.8793 -2.5547  -0.232
H 0.5585 1.5800 -6.0251  0.359
H 1.0650 3.2234 -5.6259  0.326
H 2.0714 1.8454 -5.1326  0.321
H -1.3875 0.8667 -4.7310  0.349
H -2.6388 1.3903 -2.4478  0.385
H 0.5894 3.9572 -0.0839  0.224
H -0.2449 5.3657 1.7826  0.401
H -2.6976 5.4109 2.3328  0.359
H -4.2229 3.7880 1.1967  0.446
H -3.4276 2.5372 -0.8092  0.191

Values from the calculation:
Net charge = 0
Highest occupied orbital energy = -7.72 eV
SMILES = Cc1ccc(C(B2OC(C)(C)C(C)(C)O2)c2ccc(C)cc2)cc1.Cc1ccc(-c2ccccc2)s1
Lowest unoccupied orbital energy = 0.012 Eh
Relative energy (zero: lowest compared OMol25 entry of this formula, charge and spin) = 0.000 eV

=====

Entry 2:
A structure of composition C32H37Cl5CrN3SSi, computed with ωB97M-V/def2-TZVPD.

Each line ends with the Mulliken charge.
Element x y z (Å)
Cr 0.0471 -0.1716 -0.1622  -0.471
Cl 0.4101 -0.0676 3.1879  -0.193
C 1.8497 -0.4960 2.3015  1.823
C 1.8205 -0.5044 0.9069  -2.110
C 3.0487 -0.8128 0.3188  1.247
Cl 3.2073 -0.8303 -1.4197  -0.172
C 4.2098 -1.1062 1.0418  -0.372
Cl 5.7015 -1.4777 0.2559  -0.202
C 4.1753 -1.0914 2.4331  0.496
Cl 5.5905 -1.4394 3.3502  -0.197
C 2.9804 -0.7772 3.0700  -0.295
Cl 2.9323 -0.7329 4.7944  -0.195
C -2.5028 -5.2697 -2.3860  -1.073
Si -1.1531 -5.4859 -1.1073  0.234
C -1.4515 -7.0581 -0.1315  -1.162
C 0.5135 -5.6020 -1.9304  -1.003
C -1.3512 -4.0425 0.0944  0.344
C -2.2249 -4.1852 1.1635  0.083
C -2.5079 -3.1241 2.0220  -1.749
C -1.8851 -1.9187 1.7864  -0.396
N -1.0360 -1.7535 0.7724  0.766
C -0.7847 -2.7719 -0.0665  0.337
S 0.2984 -2.2874 -1.3419  -0.598
H -2.5212 -6.0873 -3.1049  0.374
H -2.3591 -4.3406 -2.9370  0.295
H -3.4776 -5.2234 -1.9000  0.326
H -1.2296 -7.9213 -0.7565  0.339
H -2.4844 -7.1538 0.1965  0.341
H -0.8124 -7.1127 0.7481  0.362
H 0.5970 -6.5773 -2.4079  0.357
H 1.3282 -5.5022 -1.2144  0.360
H 0.6448 -4.8296 -2.6864  0.281
H -2.6952 -5.1417 1.3448  0.314
H -3.1829 -3.2318 2.8564  0.421
H -2.0601 -1.0540 2.4131  0.758
C -1.5655 5.4915 3.1502  -1.625
C -0.6772 4.4060 2.6041  0.168
C 0.6711 4.3634 2.9168  -0.698
C 1.4761 3.3506 2.4006  0.723
C 2.9243 3.2358 2.7866  -1.740
C 0.9126 2.4047 1.5677  -0.222
C -0.4453 2.4052 1.2351  0.744
C -1.2243 3.4345 1.7707  -0.684
N -0.9150 1.3569 0.4280  1.097
C -2.2441 1.4595 -0.2343  1.605
C -3.4031 1.1134 0.7123  -1.522
C -2.4543 2.8267 -0.9267  -1.862
C -2.2659 0.4200 -1.3624  -2.130
H -1.0292 6.1167 3.8613  0.404
H -2.4338 5.0712 3.6576  0.344
H -1.9351 6.1344 2.3496  0.298
H 1.0983 5.1146 3.5678  0.392
H 3.3675 4.2145 2.9639  0.446
H 3.5020 2.7299 2.0147  0.346
H 3.0278 2.6537 3.7036  0.264
H 1.5414 1.6023 1.1976  -0.334
H -2.2752 3.4988 1.5727  0.401
H -3.4157 1.7243 1.6062  0.255
H -3.3411 0.0685 1.0206  0.301
H -4.3514 1.2516 0.1908  0.502
H -3.0177 3.5354 -0.3269  0.476
H -3.0097 2.6783 -1.8535  0.446
H -1.4975 3.2840 -1.1784  0.282
H -1.9588 -0.5836 -1.0484  0.503
H -1.6644 0.7403 -2.2113  0.365
H -3.2902 0.2892 -1.7161  0.634
C 2.6728 3.2551 -4.9378  -1.497
C 2.0780 2.4633 -3.8132  0.928
C 1.4265 1.2551 -4.0272  -1.133
C 0.8946 0.5608 -2.9583  -0.705
N 0.9677 0.9923 -1.6916  1.340
C 1.5893 2.1570 -1.4843  -0.537
C 2.1446 2.9092 -2.4987  -1.005
H 2.6605 2.6935 -5.8688  0.362
H 3.7023 3.5309 -4.7126  0.372
H 2.1124 4.1785 -5.0888  0.316
H 1.3345 0.8412 -5.0211  0.388
H 0.3953 -0.3860 -3.1143  0.419
H 1.6428 2.5009 -0.4581  0.378
H 2.6366 3.8384 -2.2510  0.523

Values from the calculation:
Net charge = 0
Highest occupied orbital energy (alpha / beta) = -7.56 / -7.77 eV
Lowest unoccupied orbital energy (alpha / beta) = -0.020 / 0.004 Eh
Relative energy (zero: lowest compared OMol25 entry of this formula, charge and spin) = 0.363 eV
Spin multiplicity = 2

=====

Entry 3:
A structure of composition C32H37N10O2STi, computed with ωB97M-V/def2-TZVPD.

Each line ends with the Mulliken charge.
Element x y z (Å)
Ti -0.8001 0.4222 0.3966  -0.886
C -1.9423 0.3019 -3.9397  -1.787
C -1.3824 0.0798 -2.5719  0.481
N -1.7727 0.7326 -1.5400  0.798
C -2.8881 1.6700 -1.6447  -1.352
C -3.3993 2.0543 -0.2487  -0.266
N -2.9386 1.0782 0.7551  0.025
C -3.2148 1.4874 2.1544  -1.039
C -2.1829 0.8591 3.0795  -0.669
N -0.8563 1.1548 2.5141  -0.205
C 0.2950 0.6588 3.2830  -1.082
C 0.5595 -0.7877 2.9103  -0.989
N 0.5117 -0.8934 1.4625  0.979
C 1.0733 -1.9300 0.8552  0.821
C 1.9031 -2.9389 1.5885  -1.793
C 0.8070 -2.0096 -0.5353  0.038
C 1.3717 -2.9152 -1.4664  -0.769
C 1.0501 -2.8190 -2.7901  -1.475
C 0.1489 -1.8181 -3.2305  -0.758
C -0.3780 -0.9699 -2.2908  0.524
N -0.0716 -1.0553 -0.9796  1.246
H -2.9686 -0.0711 -3.9885  0.330
H -1.3646 -0.1986 -4.7091  0.468
H -1.9723 1.3679 -4.1665  0.365
H -3.6890 1.2086 -2.2284  0.646
H -2.5741 2.5707 -2.1795  0.567
H -4.4914 2.1187 -0.2612  0.600
H -3.0124 3.0176 0.0573  -0.457
H -3.4090 0.1947 0.5913  0.490
H -4.2284 1.2151 2.4574  0.468
H -3.1220 2.5696 2.2034  0.337
H -2.3065 -0.2237 3.1344  0.434
H -2.2894 1.2649 4.0898  0.570
H -0.7751 2.1642 2.4206  0.154
H 0.1414 0.7690 4.3603  0.435
H 1.1538 1.2684 2.9991  0.367
H -0.2044 -1.4405 3.3556  0.444
H 1.5203 -1.0961 3.3289  0.490
H 1.3341 -3.3844 2.4074  0.353
H 2.7913 -2.4760 2.0248  0.344
H 2.2340 -3.7441 0.9391  0.475
H 2.0666 -3.6717 -1.1303  0.467
H 1.4860 -3.5017 -3.5068  0.467
H -0.1074 -1.7386 -4.2748  0.404
N -1.1684 8.2898 -3.5366  -0.539
C -1.0782 7.4065 -2.4800  1.088
C 0.1020 7.3045 -1.7368  -0.817
C 0.2118 6.3869 -0.7113  -0.336
C -0.8604 5.5581 -0.4111  -0.503
C -2.0471 5.6607 -1.1273  -0.182
C -2.1549 6.5711 -2.1592  -0.941
S -0.7385 4.3921 0.8936  1.170
O -2.0554 4.2725 1.4831  -0.842
O 0.3453 4.7627 1.7619  -0.750
N -0.4525 2.9211 0.2359  -0.133
C 0.7854 2.6995 -0.2648  0.278
N 1.0386 1.3766 -0.3545  0.662
C 2.2167 0.9856 -0.8320  0.040
C 3.1694 1.8998 -1.2245  -1.109
C 2.8161 3.2405 -1.1056  -0.419
N 1.6486 3.6501 -0.6407  -0.419
H -0.5102 9.0504 -3.5490  0.224
H -2.0930 8.5500 -3.8351  0.228
H 0.9355 7.9564 -1.9690  0.292
H 1.1207 6.3039 -0.1338  0.488
H -2.8998 5.0529 -0.8539  0.557
H -3.0822 6.6583 -2.7125  0.293
H 2.3903 -0.0822 -0.8897  0.324
H 4.1315 1.5936 -1.6044  0.465
H 3.5088 4.0207 -1.4045  0.438
N -2.1017 -1.5513 0.8663  0.081
C -2.3382 -2.6643 0.7065  0.789
C -2.5851 -4.0579 0.4833  -0.163
C -1.8669 -4.7250 -0.5083  -0.052
C -2.1054 -6.0703 -0.7237  -0.717
C -3.0502 -6.7414 0.0427  -0.384
C -3.7642 -6.0710 1.0282  -0.617
C -3.5368 -4.7255 1.2534  -0.612
H -1.1343 -4.1854 -1.0961  0.336
H -1.5549 -6.5981 -1.4903  0.430
H -3.2325 -7.7936 -0.1293  0.402
H -4.4988 -6.5984 1.6208  0.408
H -4.0857 -4.1916 2.0176  0.481

Values from the calculation:
Net charge = +1
Highest occupied orbital energy (alpha / beta) = -8.46 / -9.90 eV
Lowest unoccupied orbital energy (alpha / beta) = -0.095 / -0.105 Eh
Relative energy (zero: lowest compared OMol25 entry of this formula, charge and spin) = 0.158 eV
Spin multiplicity = 3

=====

Taking the records one at a time from the top gives molecular weight values of 496.525, 753.083, 673.650 g/mol.